# C4H15InO5

C4H15InO5 as an isolated structure in a non-equilibrium geometry (ωB97M-V/def2-TZVPD, OMol25).

Frontier orbital gap = 5.6 eV
Relative energy (zero: lowest compared OMol25 entry of this formula, charge and spin) = 22.93 kcal per mole
Total charge = 0

Element x y z (Å)
C 1.143 2.137 -1.236
H 2.009 0.651 -0.382
O 1.490 -2.111 0.173
H -1.005 0.762 2.649
H -0.918 -1.242 4.083
C 1.963 2.201 -2.518
H 2.031 3.188 -2.975
H 1.458 1.522 -3.207
O 1.132 0.794 -0.752
H 2.984 1.851 -2.358
O -0.746 -0.952 1.474
H 1.580 2.788 -0.472
H 0.055 -1.288 1.894
H 1.811 -3.023 0.188
H -2.431 0.156 1.881
O 0.454 -3.553 -2.694
H -2.396 -1.930 3.381
H 0.127 2.497 -1.380
H -2.460 -0.412 4.284
H -1.971 1.798 -1.882
C -1.864 -1.004 3.587
C -1.513 -0.166 2.373
O -2.081 0.866 -1.654
In -0.590 -1.468 -1.356
H -0.262 -4.061 -3.105

Charges in e, computed with Mulliken, in the same order as the atoms: C -0.231; H 0.198; O -0.670; H 0.267; H 0.350; C -0.919; H 0.365; H 0.200; O -0.239; H 0.303; O -0.319; H 0.260; H 0.230; H 0.184; H 0.293; O -0.662; H 0.276; H 0.141; H 0.345; H 0.186; C -1.114; C -0.273; O -0.675; In 1.244; H 0.261